# 1
Here is a structure of composition C46H53F14N4O2TeW at a distorted geometry from OMol25. Energies are from wB97M-V/def2-TZVPD.

```
121
Properties=species:S:1:pos:R:3:forces:R:3
W -0.0412 0.2852 0.2676 0.58 -2.06 0.80
C 6.0317 -0.0271 1.3971 0.01 -0.06 0.10
C 5.2312 -0.8020 2.4533 -0.07 0.14 -0.21
C 3.7805 -0.4315 2.4293 0.15 -0.05 -0.01
C 3.1364 0.4369 3.2434 0.03 0.17 0.11
C 3.6942 1.1919 4.4071 -0.09 -0.12 0.11
C 3.6041 0.3903 5.7121 0.01 0.06 -0.01
C 1.7623 0.4428 2.8265 0.23 -0.44 -0.09
C 0.7442 1.0209 3.5252 0.18 0.61 0.38
C -0.5741 0.7503 3.2958 -0.11 -0.35 0.06
C -1.6375 1.2404 4.1117 0.02 0.13 0.18
C -1.4714 2.1919 5.2523 0.05 -0.19 0.05
C -1.1261 1.4810 6.5670 0.00 0.10 -0.02
C -2.7784 0.7223 3.6022 -0.32 0.01 -0.15
C -2.4081 -0.0453 2.4439 0.22 0.07 0.38
C -3.3324 -0.5524 1.5740 -0.64 0.28 0.48
C -3.0641 -1.0455 0.3371 0.12 -0.21 -0.32
N -1.8023 -1.1812 -0.1583 0.13 0.54 -0.25
C -1.9737 -1.7670 -1.3766 -0.50 0.06 0.36
C -0.9514 -2.3085 -2.0937 -0.07 -0.19 -0.82
C 0.3302 -2.3873 -1.6393 0.18 0.04 0.04
N 0.8187 -1.7590 -0.5225 -0.21 0.95 -0.08
C 2.1132 -2.1932 -0.4306 -0.14 -0.18 0.00
C 3.0337 -1.8007 0.5091 0.59 -0.48 -0.56
C 2.8007 -0.8984 1.4864 -0.28 0.16 0.37
N 1.5712 -0.3612 1.7363 0.08 0.47 -0.37
C 2.4190 -3.1358 -1.4753 0.40 0.07 0.13
C 1.3100 -3.2465 -2.2343 -0.17 -0.20 -0.17
C 1.0874 -4.1233 -3.4279 0.09 0.25 -0.13
C 1.2623 -3.3653 -4.7522 -0.04 -0.07 0.07
C 3.7313 -3.8327 -1.6611 -0.19 -0.19 0.23
C 3.8809 -5.0490 -0.7363 0.04 0.05 -0.10
C -3.3670 -1.9455 -1.6787 0.06 -0.07 -0.25
C -4.0514 -1.5142 -0.5919 -0.21 0.10 0.07
C -5.5387 -1.4312 -0.4248 0.14 0.18 -0.06
C -6.0685 -0.0828 -0.9366 0.01 -0.09 0.08
C -3.9209 -2.5760 -2.9172 0.09 -0.20 0.08
C -4.0669 -4.0973 -2.7708 -0.02 0.05 -0.06
N -1.0411 -0.0554 2.2841 0.33 0.54 -0.61
C -4.1827 1.1163 3.9498 0.15 0.08 -0.14
C -4.6027 2.3148 3.0810 0.00 -0.05 0.08
H 7.0948 -0.2746 1.4588 -0.04 0.02 -0.02
H 5.9138 1.0483 1.5439 0.01 -0.04 -0.03
H 5.6775 -0.2600 0.3937 0.00 0.05 -0.01
H 5.6349 -0.5857 3.4443 0.00 -0.08 0.03
H 5.3439 -1.8756 2.2844 0.03 -0.03 0.06
H 3.1605 2.1380 4.5195 0.07 0.02 -0.03
H 4.7391 1.4363 4.2045 -0.03 0.07 -0.01
H 2.5699 0.1021 5.9166 0.06 0.01 0.00
H 3.9723 0.9780 6.5568 -0.02 -0.04 -0.02
H 4.1987 -0.5242 5.6440 -0.05 0.03 0.01
H 0.9968 1.6885 4.3387 -0.04 -0.03 -0.03
H -2.3972 2.7571 5.3786 0.04 0.05 -0.02
H -0.6925 2.9123 4.9962 -0.07 0.05 -0.01
H -1.9446 0.8300 6.8815 0.04 -0.01 -0.01
H -0.9422 2.2101 7.3601 -0.01 -0.06 0.00
H -0.2319 0.8633 6.4543 -0.03 0.02 0.01
H -4.3761 -0.4758 1.8564 0.08 0.00 0.06
H -1.1965 -2.8066 -3.0248 0.06 0.02 0.06
H 4.0362 -2.2041 0.4417 -0.04 -0.02 -0.10
H 0.0841 -4.5537 -3.3843 0.03 -0.07 0.01
H 1.7936 -4.9562 -3.3924 -0.06 -0.03 0.00
H 0.5788 -2.5141 -4.8061 0.06 -0.04 0.00
H 1.0660 -4.0275 -5.5995 0.02 0.07 0.00
H 2.2775 -2.9743 -4.8399 -0.05 0.00 0.00
H 4.5429 -3.1325 -1.4740 0.10 0.08 -0.07
H 3.8196 -4.1538 -2.7010 0.04 0.05 0.00
H 3.7938 -4.7506 0.3106 -0.01 -0.03 -0.03
H 4.8524 -5.5282 -0.8803 -0.04 -0.01 0.03
H 3.0997 -5.7850 -0.9414 0.03 0.03 0.04
H -5.8054 -1.5522 0.6270 -0.05 -0.08 -0.02
H -6.0138 -2.2446 -0.9782 -0.02 -0.02 0.06
H -5.6089 0.7387 -0.3814 -0.03 -0.02 -0.05
H -7.1541 -0.0150 -0.8289 0.05 0.01 0.00
H -5.8135 0.0476 -1.9903 -0.02 0.03 0.03
H -3.2699 -2.3566 -3.7659 -0.05 0.05 -0.03
H -4.8981 -2.1422 -3.1402 0.02 0.05 -0.04
H -3.1082 -4.5507 -2.5080 -0.06 0.01 -0.01
H -4.4203 -4.5467 -3.7026 0.02 -0.01 0.06
H -4.7805 -4.3400 -1.9797 0.06 0.00 -0.02
H -4.2340 1.3912 5.0050 -0.05 -0.06 0.02
H -4.8692 0.2823 3.7907 -0.03 -0.01 0.11
H -3.8700 3.1196 3.1727 -0.05 -0.02 -0.01
H -5.5872 2.6923 3.3702 0.04 -0.03 -0.03
H -4.6285 2.0289 2.0270 0.00 0.03 0.04
F -0.9803 3.3463 2.1615 -0.43 -0.31 -0.14
Te -0.1147 3.5961 0.4094 -0.37 3.43 1.33
F 1.1928 4.1352 1.6633 0.42 -0.44 0.02
F -0.6427 5.4629 0.7135 -0.25 -0.23 -0.52
F -1.6631 1.3854 0.5061 0.43 -0.11 -0.69
F 1.3043 4.2695 -0.7254 -0.16 -0.09 -0.37
O 0.7935 1.7966 0.7184 -0.65 -1.27 -0.17
F 3.5647 3.4384 -1.9807 0.03 -0.12 0.01
C 3.6306 2.2535 -1.3565 0.21 -0.03 -0.14
F 4.9621 1.9630 -1.2809 -0.15 0.00 0.03
F 3.2159 2.4009 -0.1104 0.06 0.00 -0.05
C 2.8009 1.0901 -2.0883 -0.34 0.30 0.35
O 2.0304 0.4022 -1.2367 0.21 -0.05 -0.24
C 1.9761 1.7277 -3.2728 0.13 -0.10 -0.03
F 1.1918 0.7986 -3.8419 0.14 0.03 -0.06
F 2.7541 2.2213 -4.2672 -0.10 0.02 0.08
F 1.1951 2.7240 -2.8619 0.43 0.08 -0.17
C 3.8475 0.1270 -2.7616 -0.01 -0.05 0.08
F 4.5925 -0.5029 -1.8369 -0.11 -0.18 0.07
F 4.7121 0.7273 -3.5995 0.01 0.05 0.05
F 3.2312 -0.8268 -3.4767 -0.03 -0.07 0.03
C -1.6496 4.1543 -2.9289 0.13 -0.03 0.03
C -1.9547 2.6723 -3.2046 0.00 -0.01 -0.05
C -3.4301 2.3846 -2.8758 -0.01 0.07 -0.06
C -1.6621 2.3670 -4.6807 0.04 0.03 0.02
C -1.1462 1.7875 -2.3525 -0.49 -0.36 -0.11
C -0.6181 0.9596 -1.6439 0.17 -0.35 0.95
H -2.0575 4.7605 -3.7412 -0.04 0.01 0.03
H -0.5765 4.3371 -2.8674 -0.04 0.01 -0.05
H -2.1012 4.4918 -1.9958 -0.01 -0.04 0.06
H -4.0775 3.1014 -3.3918 0.02 -0.06 -0.02
H -3.5933 2.4772 -1.8002 -0.02 -0.01 -0.04
H -3.7030 1.3709 -3.1800 0.01 0.03 0.03
H -2.3121 2.9765 -5.3142 0.00 -0.02 0.00
H -1.8370 1.3129 -4.9053 0.03 0.02 0.02
H -0.6229 2.6065 -4.9146 -0.07 -0.05 -0.03
```
Positions in Å, forces in eV/Å.

Results
Electronic energy in eV: -105787.320
Charge: -1


# 2
Here is a structure of composition C46H53Ge2InOP2S at a distorted geometry from OMol25. Energies are from wB97M-V/def2-TZVPD.

```
106
Properties=species:S:1:pos:R:3:forces:R:3
In -0.6885 -1.3317 -0.9402 -0.68 0.08 -0.07
C 2.1425 1.2138 1.9313 0.04 0.04 0.05
C 2.7853 0.5613 0.6998 -0.59 -0.11 0.24
P 2.6796 -1.2754 0.6003 1.08 0.49 0.25
C 3.8680 -1.9464 1.7859 -0.34 -0.13 0.02
C 3.8772 -3.3346 1.9375 -0.03 0.01 0.00
C 4.7748 -3.9336 2.8054 -0.02 -0.02 0.02
C 5.6622 -3.1478 3.5320 -0.01 0.01 -0.01
C 5.6525 -1.7682 3.3853 0.01 0.06 0.02
C 4.7518 -1.1609 2.5199 0.02 0.04 -0.07
C 3.4720 -1.5853 -1.0240 -0.43 -0.22 0.09
C 4.7943 -2.0265 -1.0916 -0.01 -0.04 0.03
C 5.4046 -2.1791 -2.3282 0.05 0.01 0.01
C 4.7002 -1.9381 -3.4978 -0.03 0.01 0.01
C 3.3763 -1.5204 -3.4366 -0.05 0.03 0.00
C 2.7681 -1.3477 -2.2062 0.06 0.06 0.00
C 0.6861 0.8137 2.2347 0.36 -0.38 -0.26
P 0.7283 -0.9491 2.7598 -0.62 0.40 0.05
C 0.9099 -0.8948 4.5742 0.46 -0.21 -0.30
C -0.0901 -0.3616 5.3868 0.04 0.03 0.03
C 0.0736 -0.3648 6.7608 -0.05 0.04 -0.01
C 1.2322 -0.8871 7.3279 0.03 0.00 -0.02
C 2.2302 -1.4074 6.5203 0.00 -0.01 0.01
C 2.0658 -1.4250 5.1408 -0.01 0.03 -0.01
C -0.9771 -1.5654 2.5945 0.13 -0.20 -0.17
C -1.1212 -2.9542 2.6790 -0.03 0.02 0.01
C -2.3745 -3.5437 2.6256 0.03 -0.03 -0.01
C -3.5050 -2.7496 2.4813 -0.04 0.04 0.07
C -3.3688 -1.3711 2.3900 -0.04 0.08 0.20
C -2.1147 -0.7717 2.4458 0.08 0.10 0.00
H 2.1892 2.2977 1.8168 0.13 0.01 0.01
H 2.7503 0.9564 2.8039 -0.02 0.18 0.06
H 3.8494 0.8023 0.6620 0.02 0.01 -0.11
H 2.3418 0.9336 -0.2278 0.01 0.01 -0.02
H 3.1888 -3.9446 1.3607 0.04 -0.03 0.04
H 4.7894 -5.0098 2.9127 -0.01 0.00 0.00
H 6.3668 -3.6117 4.2089 0.01 -0.01 -0.01
H 6.3561 -1.1597 3.9377 -0.01 0.00 0.01
H 4.7655 -0.0837 2.4122 0.04 -0.02 0.02
H 5.3549 -2.2359 -0.1920 0.01 0.00 0.00
H 6.4398 -2.4897 -2.3718 -0.01 -0.03 -0.01
H 5.1766 -2.0777 -4.4586 0.02 0.00 0.01
H 2.8225 -1.3346 -4.3471 0.01 0.01 0.00
H 1.7399 -1.0056 -2.1710 0.00 0.02 -0.04
H 0.0452 0.9063 1.3513 0.03 0.05 -0.05
H 0.2890 1.4537 3.0227 -0.07 -0.05 0.05
H -0.9897 0.0571 4.9478 -0.02 -0.03 0.00
H -0.7011 0.0427 7.3976 0.02 0.01 0.02
H 1.3550 -0.8847 8.4024 -0.01 0.01 0.00
H 3.1349 -1.8036 6.9610 -0.01 -0.03 0.01
H 2.8339 -1.8529 4.5058 0.00 0.01 0.03
H -0.2387 -3.5725 2.8063 -0.04 -0.03 -0.02
H -2.4679 -4.6192 2.6979 -0.02 0.01 -0.01
H -4.4856 -3.2060 2.4381 0.00 0.00 -0.01
H -4.2482 -0.7484 2.2378 0.02 -0.04 -0.19
H -2.0373 0.3107 2.3750 0.03 -0.09 -0.09
O -1.8036 1.1866 -0.9363 -0.19 0.08 -0.02
S -1.8854 2.7346 -1.0701 0.51 -0.19 -0.09
C -0.2324 3.3194 -0.5976 -0.09 0.09 0.06
C 0.0893 4.5134 -1.5161 -0.06 0.05 -0.04
C -1.0025 4.5956 -2.6040 0.07 0.01 0.06
C -1.5719 3.1936 -2.7824 -0.17 0.15 -0.05
H 0.4314 2.4681 -0.7557 0.00 -0.03 -0.02
H -0.2439 3.5744 0.4605 0.00 -0.03 0.01
H 1.0688 4.3698 -1.9691 0.00 -0.02 0.02
H 0.1282 5.4404 -0.9494 0.04 -0.01 0.01
H -0.6126 4.9841 -3.5422 -0.02 -0.03 -0.02
H -1.7999 5.2704 -2.2864 -0.01 0.01 -0.04
H -0.8503 2.4844 -3.1941 0.01 -0.02 0.04
H -2.5013 3.1627 -3.3483 -0.04 -0.06 0.05
C -4.4106 -0.8371 5.6396 -0.11 0.25 -0.19
Ge -4.8924 0.6393 4.4851 -0.17 -0.09 0.17
C -6.6121 0.6577 3.6062 0.34 -0.08 0.04
C -3.8627 2.2759 4.4354 -0.07 -0.37 -0.09
Ge -3.9249 0.4458 -0.6621 -0.19 0.11 0.11
C -3.4903 -1.0662 -1.9282 0.24 0.31 -0.08
C -2.6024 -0.9269 -3.0117 0.12 -0.14 0.02
C -2.4288 -1.9457 -3.9496 0.07 0.14 0.04
C -3.1564 -3.1202 -3.8292 -0.03 -0.07 0.04
C -4.0506 -3.2712 -2.7764 0.00 -0.06 -0.04
C -4.2048 -2.2606 -1.8344 0.03 -0.05 0.12
C -4.6951 1.7424 -1.9621 0.26 -0.41 -0.02
C -5.2631 2.9177 -1.4642 0.00 -0.02 -0.05
C -5.8511 3.8418 -2.3160 -0.01 0.03 0.01
C -5.8722 3.6039 -3.6846 0.02 0.02 0.01
C -5.3177 2.4381 -4.1959 0.04 -0.09 -0.04
C -4.7444 1.5065 -3.3398 -0.13 0.22 0.01
H -4.5453 -0.5086 6.6739 0.01 0.01 0.01
H -3.3707 -1.1266 5.4942 0.01 0.04 0.01
H -5.0691 -1.6814 5.4469 0.02 -0.01 0.01
H -7.3514 0.9766 4.3480 0.01 0.01 0.02
H -6.8869 -0.3384 3.2622 -0.01 0.01 0.02
H -6.6121 1.3650 2.7797 -0.02 0.00 0.00
H -4.1427 2.8548 5.3219 -0.01 -0.01 -0.02
H -4.1303 2.8365 3.5432 0.01 0.08 0.00
H -2.7904 2.0940 4.4708 0.00 -0.02 0.04
H -2.0862 0.0195 -3.1569 -0.01 -0.02 -0.03
H -1.7661 -1.8004 -4.7942 0.02 -0.02 0.02
H -3.0459 -3.9064 -4.5637 0.00 0.00 0.00
H -4.6407 -4.1759 -2.7041 0.01 0.01 0.03
H -4.9225 -2.3966 -1.0311 0.02 -0.03 0.02
H -5.2562 3.1111 -0.3959 0.01 0.00 0.01
H -6.3058 4.7388 -1.9164 0.01 0.02 -0.01
H -6.3359 4.3194 -4.3507 0.01 0.01 0.00
H -5.3409 2.2449 -5.2608 -0.06 0.02 0.00
H -4.3544 0.5849 -3.7524 -0.03 0.06 -0.03
```
Positions in Å, forces in eV/Å.

Results
⟨S²⟩: 0.76
Spin multiplicity: 2
Electronic energy in eV: -198202.353
Charge: +3
Energy relative to the best compared isomer or geometry (same formula, charge and spin) in eV: 2.464